{
  "formula": "C31H30AlClNO18",
  "method": "ωB97M-V with the def2-TZVPD basis set",
  "species": ["C", "C", "C", "Al", "Cl", "C", "N", "C", "O", "C", "C", "O", "H", "H", "H", "H", "H", "H", "H", "H", "H", "H", "H", "H", "H", "H", "C", "C", "C", "O", "C", "C", "C", "O", "O", "O", "H", "H", "H", "H", "C", "C", "C", "O", "C", "C", "C", "O", "O", "O", "H", "H", "H", "H", "C", "C", "C", "O", "C", "C", "C", "O", "O", "O", "H", "H", "H", "H", "C", "C", "C", "O", "C", "C", "C", "O", "O", "O", "H", "H", "H", "H"],
  "coordinates": [[4.29761, -1.79384, -1.11705], [3.67551, -2.89909, -1.52373], [2.38352, -3.41928, -1.03661], [0.77288, -2.57756, -1.94599], [1.47573, -1.38948, -3.69214], [-0.55052, -3.95809, -2.51533], [-0.79671, -4.89223, -1.38280], [-0.04244, -1.27927, -0.61387], [-1.49420, -1.34449, -0.40481], [-2.34630, -1.12858, -1.40118], [-1.87647, -0.43291, -2.65641], [-3.50764, -1.46518, -1.27821], [4.04537, -1.31480, -0.17598], [5.07617, -1.33671, -1.71492], [4.16607, -3.48102, -2.30135], [2.27611, -4.49538, -1.19872], [2.25244, -3.21303, 0.03321], [-1.48982, -3.48831, -2.84636], [-0.14458, -4.52833, -3.35613], [-0.91397, -4.36774, -0.52271], [-1.67047, -5.38996, -1.51443], [0.27171, -0.24591, -0.79021], [0.36310, -1.53370, 0.36878], [-1.67181, -1.20742, -3.39931], [-2.69186, 0.20199, -2.99669], [-0.95001, 0.12313, -2.55210], [-3.99964, -0.35336, -7.54709], [-5.06737, 0.34394, -7.95146], [-6.25057, 0.61435, -7.04692], [-7.15734, 1.27607, -7.53260], [-6.23562, 0.08994, -5.70856], [-5.16692, -0.61346, -5.28686], [-3.97120, -0.87516, -6.19220], [-3.05132, -1.51761, -5.73207], [-5.08124, -1.11309, -4.07467], [-5.20575, 0.86523, -9.16487], [-3.15116, -0.55150, -8.18645], [-7.08789, 0.28162, -5.07224], [-4.21532, -1.55311, -3.96248], [-6.07675, 1.31289, -9.15211], [3.84778, 3.99424, 1.54757], [3.54597, 2.69812, 1.40695], [2.47984, 2.19978, 0.45368], [2.31645, 0.99701, 0.41990], [1.74150, 3.16601, -0.33211], [2.03852, 4.46451, -0.19317], [3.11768, 4.95654, 0.74968], [3.30749, 6.16084, 0.77810], [1.43257, 5.44166, -0.85484], [4.13915, 1.71367, 2.07202], [4.61397, 4.34852, 2.22260], [0.97635, 2.80347, -1.00410], [1.85967, 6.26840, -0.55429], [3.72407, 0.88457, 1.74186], [6.20184, 1.33780, 6.72609], [5.90859, 1.69231, 5.46126], [6.61317, 2.84870, 4.77381], [6.29515, 3.10224, 3.62944], [7.61520, 3.59091, 5.51693], [7.89906, 3.22896, 6.77392], [7.20938, 2.06552, 7.45314], [7.56262, 1.82252, 8.59648], [8.79296, 3.83481, 7.54294], [4.99510, 1.06271, 4.75326], [5.70528, 0.51638, 7.22289], [8.10161, 4.42016, 5.02314], [8.77814, 3.34657, 8.39170], [4.92211, 1.42360, 3.84550], [-6.60335, -1.92180, 3.60927], [-6.27194, -0.63117, 3.47402], [-5.00028, -0.18390, 2.77487], [-4.83246, 1.02417, 2.71104], [-4.10437, -1.18168, 2.25451], [-4.43129, -2.47728, 2.38839], [-5.71102, -2.92455, 3.06797], [-5.91426, -4.12509, 3.12517], [-3.68592, -3.47508, 1.95325], [-7.00123, 0.37907, 3.92376], [-7.50712, -2.24821, 4.10382], [-3.19796, -0.86285, 1.75726], [-4.16934, -4.29502, 2.17233], [-6.50195, 1.18333, 3.66562]],
  "atomic_forces_ev_per_a": [[0.33, 0.06, 0.20], [-0.03, -0.24, 0.11], [0.04, -0.15, 0.15], [0.34, -0.02, -0.14], [-0.13, -0.02, 0.00], [-0.07, 0.10, 0.34], [-0.04, 0.04, -0.06], [0.27, -0.05, -0.08], [-0.20, -0.01, -0.11], [-0.01, 0.06, 0.16], [0.20, -0.29, 0.09], [0.03, 0.04, -0.01], [-0.39, 0.32, -0.23], [0.33, -0.23, 0.23], [-0.35, 0.32, -0.50], [0.08, -0.02, 0.10], [-0.03, -0.01, -0.01], [0.05, -0.06, -0.19], [-0.08, 0.02, -0.05], [-0.04, -0.02, 0.01], [0.03, -0.04, 0.02], [-0.18, 0.06, 0.03], [-0.13, 0.04, 0.06], [-0.06, 0.08, -0.11], [0.04, 0.01, -0.07], [-0.04, 0.09, 0.09], [0.03, -0.02, -0.02], [0.00, 0.00, 0.01], [-0.02, -0.01, 0.04], [0.02, -0.01, -0.03], [-0.08, 0.02, 0.01], [0.04, 0.04, -0.03], [0.00, 0.00, -0.04], [-0.08, -0.04, 0.13], [-0.01, -0.02, -0.03], [0.02, 0.01, -0.04], [0.00, 0.02, 0.00], [0.02, -0.01, 0.03], [0.01, 0.03, 0.06], [-0.01, 0.00, 0.03], [0.04, 0.09, 0.06], [0.04, 0.06, 0.00], [-0.04, 0.03, -0.07], [0.01, -0.03, 0.07], [-0.06, -0.06, -0.04], [0.01, -0.01, 0.01], [0.05, -0.05, 0.05], [-0.05, 0.01, -0.02], [-0.03, 0.01, -0.03], [-0.01, -0.28, 0.07], [0.02, -0.03, -0.02], [0.01, 0.01, -0.02], [0.03, -0.01, 0.02], [-0.06, 0.06, -0.09], [-0.02, -0.05, 0.06], [0.04, 0.00, 0.03], [0.04, 0.06, 0.03], [-0.05, -0.02, 0.01], [0.01, 0.04, -0.05], [-0.01, 0.00, -0.01], [-0.04, -0.03, -0.01], [0.02, 0.04, -0.01], [0.03, 0.03, 0.00], [-0.08, -0.14, -0.05], [-0.01, -0.01, -0.03], [0.01, -0.01, 0.01], [-0.02, -0.03, 0.00], [0.12, 0.28, 0.01], [-0.05, -0.06, 0.03], [0.00, -0.01, -0.02], [0.03, -0.06, -0.04], [-0.02, 0.01, 0.05], [0.19, 0.09, -0.05], [-0.05, 0.02, -0.01], [-0.06, 0.04, 0.03], [0.04, -0.02, -0.01], [0.05, -0.01, 0.01], [-0.04, 0.01, 0.03], [-0.01, 0.02, -0.01], [-0.02, -0.07, -0.08], [-0.03, 0.01, 0.00], [0.03, -0.01, -0.03]],
  "lowdin_charge": [-0.068, -0.323, -0.244, -0.008, 0.168, -0.328, -0.080, -0.188, -0.074, -0.569, -0.006, 0.059, 0.030, 0.033, 0.089, 0.048, 0.056, 0.034, 0.043, 0.034, 0.040, 0.042, 0.061, 0.064, 0.086, 0.055, 0.072, -0.241, -0.323, 0.080, 0.064, -0.226, -0.305, 0.122, 0.128, 0.101, 0.135, 0.133, 0.112, 0.113, 0.078, -0.208, -0.293, 0.120, 0.086, -0.234, -0.307, 0.096, 0.110, 0.083, 0.120, 0.139, 0.115, 0.130, 0.068, -0.224, -0.301, 0.110, 0.070, -0.240, -0.319, 0.091, 0.108, 0.127, 0.135, 0.133, 0.116, 0.091, 0.063, -0.237, -0.307, 0.093, 0.081, -0.225, -0.311, 0.094, 0.130, 0.104, 0.130, 0.132, 0.119, 0.115],
  "e_lumo_ev": -0.14,
  "fmax_ev_per_a": 0.683,
  "charge": -1,
  "gap_ev": 4.78,
  "homo_energy_ha": -0.1807
}